Entry 1:
66
Properties=species:S:1:pos:R:3 method="wB97M-V/def2-TZVPD" lumo_energy_ha="-0.0001 / 0.0102" total_charge=0 total_energy_ev=-78462.294 e_homo_ev="-7.4 / -8.1" de_lowest_kcal_mol=9.99 spin_multiplicity=4 max_force_ha_per_bohr=0.0408 s_squared=3.85
O -0.8643 -0.9857 -2.1638
C -1.2839 0.1299 -3.0258
C -0.9000 -0.5540 -4.3139
H -0.7123 1.0418 -2.8281
H -2.3577 0.3106 -2.9319
C -0.5651 -1.7485 -3.4015
H -0.0235 -0.1136 -4.7928
H -1.7273 -0.7282 -5.0022
C 0.8758 -2.1804 -3.5227
H 1.5247 -1.2990 -3.5933
H 0.9865 -2.7739 -4.4426
H 1.1846 -2.8172 -2.6870
C -1.5538 -2.8830 -3.6097
H -2.5598 -2.4713 -3.7597
H -1.5858 -3.5794 -2.7653
H -1.2733 -3.4566 -4.5053
Cr -1.0255 -1.0912 0.7106
C -2.9090 -1.4771 1.7192
C -2.6175 -0.1085 2.0215
C -2.5600 0.6197 0.7908
H -2.5501 0.3293 3.0100
C -2.8763 -0.2809 -0.2711
C -3.0690 -1.5900 0.2869
H -3.4016 -2.4678 -0.2657
H -3.0736 -2.2542 2.4574
H -2.3982 1.6930 0.7048
H -3.0907 0.0086 -1.2869
C 0.5025 -2.7073 1.8902
C -0.4983 -3.2331 1.0071
C -0.1518 -2.8170 -0.3337
H -1.2866 -3.9461 1.2610
C 0.9984 -1.9372 -0.2344
C 1.4192 -1.9237 1.1328
H 2.3513 -1.4832 1.4704
H 0.5863 -2.9564 2.9443
H -0.5904 -3.2295 -1.2331
H 1.5663 -1.4953 -1.0482
O 1.9872 1.4143 -2.8124
C 1.3351 1.5507 -1.5211
C 0.5525 2.8687 -1.4758
H 2.0786 1.5357 -0.7042
H 0.6953 0.6621 -1.3814
C 1.1562 3.7011 -2.6246
H 0.6652 3.3392 -0.4947
H -0.5145 2.6790 -1.6439
C 2.2058 2.7777 -3.2694
H 1.6178 4.6101 -2.2308
H 0.3907 3.9888 -3.3536
H 3.2143 3.1134 -2.9542
H 2.1725 2.8029 -4.3670
O -0.6778 -1.3650 4.2068
C -0.0851 -0.3669 3.7640
N -0.0540 -0.0382 2.4102
S 0.8493 1.2847 2.0433
O 2.0632 0.9225 1.3397
O 0.0070 2.3125 1.4735
C 1.2440 1.5854 3.7271
C 1.9986 2.6396 4.2288
C 2.1731 2.7164 5.6127
C 1.5975 1.7500 6.4624
C 0.8393 0.7021 5.9428
C 0.6783 0.6244 4.5526
H 2.4217 3.3635 3.5389
H 2.7649 3.5247 6.0367
H 1.7586 1.8235 7.5392
H 0.3750 -0.0664 6.5660

Entry 2:
65
Properties=species:S:1:pos:R:3 method="wB97M-V/def2-TZVPD" lumo_energy_ha=0.0121 total_charge=0 total_energy_ev=-40812.968 e_homo_ev=-8.5 max_force_ha_per_bohr=0.0137 smiles="CCN1CCC[C@@H]1CNC(=O)[C@H]1c2ccccc2C(=O)N(CCOC)[C@@H]1c1ccc(F)cc1"
C -3.7222 -2.4364 1.8240
H -3.9027 -3.0617 0.9537
H -4.1788 -2.9074 2.6907
H -2.6517 -2.3602 1.9914
C -4.3019 -1.0408 1.6293
N -3.6822 -0.3647 0.5108
C -4.1255 -0.8016 -0.7974
C -3.5800 0.2685 -1.7335
H -4.1136 0.3012 -2.6813
H -2.5272 0.0761 -1.9384
C -3.7509 1.5528 -0.9184
H -2.9592 2.2723 -1.1228
H -4.7029 2.0277 -1.1562
C -3.7484 1.0917 0.5529
C -2.5390 1.6211 1.3463
N -1.3321 0.9609 0.9154
C -0.7210 0.0414 1.6821
O -0.9394 -0.1145 2.8644
C 0.3886 -0.7641 0.9762
C 0.0162 -1.1844 -0.4081
C -0.6406 -2.3785 -0.6615
C -0.9817 -2.7291 -1.9567
C -0.6719 -1.8882 -3.0141
C -0.0257 -0.6907 -2.7715
C 0.3209 -0.3345 -1.4725
C 0.9711 0.9845 -1.2397
O 0.9384 1.8749 -2.0740
N 1.5561 1.1495 -0.0245
C 1.6848 0.0729 0.9320
C 2.8614 -0.8453 0.6593
C 3.3772 -1.0344 -0.6156
C 4.4243 -1.9130 -0.8305
C 4.9482 -2.6033 0.2460
C 4.4560 -2.4344 1.5276
C 3.4110 -1.5521 1.7242
H 3.0163 -1.4079 2.7191
H 4.8900 -2.9841 2.3475
F 5.9678 -3.4616 0.0425
H 4.8328 -2.0651 -1.8167
H 2.9717 -0.4904 -1.4543
H 1.8268 0.5296 1.9192
C 2.1876 2.4116 0.2816
C 3.7185 2.3531 0.1246
O 4.3648 3.5209 0.5594
C 4.2139 4.6306 -0.2947
H 3.1929 5.0252 -0.2803
H 4.4803 4.3730 -1.3262
H 4.8962 5.3931 0.0762
H 3.9646 2.1409 -0.9266
H 4.1225 1.5508 0.7490
H 1.9419 2.7019 1.3078
H 1.7727 3.1463 -0.4123
H 0.2177 -0.0097 -3.5735
H -0.9378 -2.1642 -4.0231
H -1.4884 -3.6645 -2.1429
H -0.8829 -3.0354 0.1603
H 0.5667 -1.6397 1.6073
H -1.1840 0.9382 -0.0815
H -2.4452 2.7029 1.2112
H -2.6517 1.4031 2.4103
H -4.6625 1.4467 1.0580
H -3.7227 -1.7907 -1.0211
H -5.2282 -0.8489 -0.8610
H -4.0992 -0.4577 2.5298
H -5.3989 -1.1041 1.5006

Entry 3:
67
Properties=species:S:1:pos:R:3 method="wB97M-V/def2-TZVPD" lumo_energy_ha=-0.1721 total_charge=+1 total_energy_ev=-52826.411 e_homo_ev=-11.3 de_lowest_kcal_mol=11.32 max_force_ha_per_bohr=0.0445
Mo -0.1452 0.4677 -0.4845
C 0.2894 0.1988 2.6389
N -0.8102 0.4172 1.6626
C -1.8817 -0.5892 1.8799
C -1.3041 1.7808 1.8615
C -2.3006 2.1351 2.7459
C -2.7373 3.4524 2.7841
C -2.1924 4.3816 1.9160
C -1.1599 4.0355 1.0564
C -0.6679 2.7345 1.0619
N 0.3393 2.1923 0.2287
C 1.3156 2.9618 -0.4135
C 1.6223 4.3046 -0.1994
C 2.5016 4.9520 -1.0511
C 3.1016 4.2716 -2.0993
C 2.9010 2.9065 -2.2441
C 2.0439 2.2542 -1.3804
N 1.9047 0.8067 -1.2857
C 2.1877 0.1176 -2.5679
C 2.8966 0.3466 -0.2693
H -0.1104 0.2490 3.6527
H 1.0416 0.9773 2.5274
H 0.7488 -0.7727 2.4782
H -2.2090 -0.5964 2.9195
H -1.5058 -1.5779 1.6258
H -2.7203 -0.3590 1.2284
H -2.7703 1.4039 3.3891
H -3.5282 3.7350 3.4645
H -2.5840 5.3893 1.8889
H -0.7877 4.7663 0.3575
H 1.2013 4.8381 0.6380
H 2.7066 6.0026 -0.8973
H 3.7629 4.7888 -2.7803
H 3.4277 2.3768 -3.0256
H 3.2341 0.2403 -2.8481
H 1.5457 0.5239 -3.3422
H 1.9781 -0.9412 -2.4489
H 3.8976 0.6616 -0.5652
H 2.8673 -0.7392 -0.1987
H 2.6722 0.7788 0.7046
O -2.1952 -0.4046 -2.8528
S -1.9724 0.9129 -2.3341
O -2.6998 2.0216 -2.8220
O -0.4428 1.1665 -2.3514
O -2.0664 0.7912 -0.7680
C 1.4177 -3.3253 -1.2641
C 0.5318 -2.8078 -0.1027
C 1.3274 -2.9845 1.2001
C 0.2174 -1.3751 -0.3273
C -0.7858 -3.5983 -0.1028
C -1.5910 -3.5826 -1.2410
C -2.7525 -4.3339 -1.2983
C -3.1360 -5.1146 -0.2172
C -2.3610 -5.1069 0.9305
C -1.1961 -4.3525 0.9909
H 2.4255 -2.9086 -1.2029
H 0.9876 -3.0825 -2.2351
H 1.4942 -4.4093 -1.1932
H 2.2274 -2.3670 1.1792
H 1.6381 -4.0234 1.3055
H 0.7429 -2.7131 2.0783
H -0.5864 -1.1903 -1.1086
H -1.3352 -2.9730 -2.1005
H -3.3601 -4.3066 -2.1933
H -4.0278 -5.7239 -0.2719
H -2.6581 -5.6929 1.7907
H -0.6157 -4.3893 1.9033

Entry 4:
64
Properties=species:S:1:pos:R:3 method="wB97M-V/def2-TZVPD" lumo_energy_ha="-0.2267 / -0.3226" total_charge=+2 total_energy_ev=-54316.610 e_homo_ev="-11.3 / -13.9" spin_multiplicity=5 max_force_ha_per_bohr=0.1349 s_squared=6.05
C -1.6020 3.0136 -3.5253
C -1.1970 1.7376 -3.1428
C 0.1216 1.3303 -3.5410
C 1.1166 2.3028 -3.9202
C 0.6851 3.6498 -4.0908
C -0.6613 3.9669 -3.9882
C 2.4358 1.8526 -4.0765
C 2.7739 0.5553 -3.6587
C 1.6819 -0.3305 -3.3187
C 1.9558 -1.5975 -2.6820
C 3.2464 -2.1080 -2.8223
C 4.3064 -1.2705 -3.2286
C 4.1003 0.0561 -3.5668
H -2.6577 3.2884 -3.4584
H 1.4257 4.4085 -4.3606
H -1.0181 4.9678 -4.2572
H 3.1950 2.5347 -4.4627
H 3.4484 -3.1565 -2.5976
H 5.3104 -1.6897 -3.3028
H 4.9374 0.7289 -3.7907
N 0.4302 0.0235 -3.6698
Pt -0.6261 -0.2387 0.9474
C -2.1297 0.7396 -2.4547
H -1.8388 -0.2621 -2.7771
H -3.1716 0.9430 -2.7544
C 0.8124 -2.3832 -2.0598
H -0.0850 -2.1932 -2.6604
H 1.0551 -3.4600 -2.0929
P -2.1640 0.6599 -0.5825
P 0.1971 -2.0872 -0.2795
C 1.4297 -2.9326 0.7662
H 1.1371 -2.8312 1.8182
H 1.4798 -3.9964 0.4894
H 2.4123 -2.4686 0.6202
C -1.2363 -3.2264 -0.1771
H -0.8822 -4.2642 -0.1393
H -1.8122 -3.0005 0.7294
H -1.8843 -3.0885 -1.0516
C -2.6957 2.3352 -0.1219
H -3.6886 2.5412 -0.5449
H -2.7323 2.4217 0.9700
H -1.9742 3.0554 -0.5209
C -3.6129 -0.3560 -0.1239
H -3.5922 -0.5201 0.9618
H -4.5386 0.1613 -0.3936
H -3.5744 -1.3329 -0.6173
C -0.6124 -0.2013 2.7880
O -0.6234 -0.2163 3.9557
H 0.9020 0.7909 0.6320
C 3.4657 -0.1150 0.0662
C 3.0071 1.2280 0.4238
C 3.7346 2.3892 0.6694
C 2.8173 3.4162 0.9919
C 1.5231 2.8448 0.9576
C 0.2386 3.5000 1.2444
N 1.6943 1.5188 0.6449
H 2.8285 -0.5547 -0.7064
H 3.4737 -0.7742 0.9380
H 4.4766 -0.0273 -0.3370
H 4.8109 2.4279 0.6293
H 3.0309 4.4294 1.2612
H 0.3907 4.2812 2.0061
H -0.1759 3.9909 0.3467
H -0.4989 2.7777 1.6227

Entry 5:
68
Properties=species:S:1:pos:R:3 method="wB97M-V/def2-TZVPD" lumo_energy_ha=0.0147 total_charge=0 total_energy_ev=-53528.361 e_homo_ev=-8.7 max_force_ha_per_bohr=0.0533 smiles="O=P(O)(O)[C@@H](NCc1ccccc1)c1ccccc1.CNC(=O)[C@H](Cc1ccc(O)cc1)NC(C)=O"
O -2.0408 -6.1932 0.7468
O -3.9280 -4.2344 -2.1090
O 4.8331 2.5733 2.3318
O 0.6239 0.5636 -4.1979
O 4.6511 2.0378 4.5793
O 4.1558 0.2635 2.7254
C -2.2326 -6.8303 -0.2811
C -2.8735 -4.0119 -1.5161
C 0.7914 7.6381 0.8413
C 0.3083 1.3371 -0.5963
C -0.0128 6.5437 0.5069
C 1.5001 7.6408 2.0474
C -0.0976 0.6505 0.5513
C 1.2909 2.3284 -0.5025
C -0.9751 -1.1915 -4.5393
C 0.9494 -1.5270 -3.0712
C -0.1076 5.4528 1.3779
C 1.4001 6.5507 2.9192
C -1.4014 -2.5098 -4.2824
C 0.5239 -2.8449 -2.8216
C 0.4844 0.9483 1.7889
C 1.8706 2.6270 0.7366
C 0.2043 -0.7016 -3.9402
C 0.5952 5.4472 2.5926
C -0.6452 -3.3402 -3.4309
C 1.4790 1.9351 1.8944
N -2.7025 -2.9450 -0.7255
N 1.8411 3.6639 3.6343
N -1.9961 -6.3369 -1.4940
C -2.7620 -8.2428 -0.2163
C -3.7288 -1.9342 -0.4785
C 0.5023 4.2647 3.5221
C -1.0904 -4.7601 -3.1375
C 2.1141 2.2433 3.2394
C -1.6582 -4.9316 -1.7236
P 3.9551 1.7632 3.1953
H 1.5105 0.7182 -3.8691
H 5.2156 2.7659 4.2709
H 5.0898 0.2900 2.4822
H 0.8683 8.4831 0.1633
H -0.1465 1.1071 -1.5556
H -0.5592 6.5354 -0.4314
H 2.1296 8.4869 2.3059
H -0.8669 -0.1121 0.4817
H 1.5981 2.8797 -1.3861
H -1.5423 -0.5465 -5.1937
H 1.8452 -1.1506 -2.6004
H -0.7198 4.5985 1.1041
H 1.9581 6.5542 3.8499
H -2.3111 -2.8820 -4.7358
H 1.1029 -3.4811 -2.1661
H 0.1568 0.4075 2.6716
H 2.6190 3.4136 0.8086
H -1.8139 -2.8465 -0.2613
H 2.2868 3.9135 4.5188
H -2.2189 -6.9056 -2.2931
H -3.7295 -8.2832 -0.7135
H -2.8774 -8.5283 0.8282
H -2.0623 -8.9163 -0.7062
H -4.1639 -1.6113 -1.4271
H -3.2964 -1.0714 0.0291
H -4.5204 -2.3609 0.1405
H 0.1560 4.5940 4.5066
H -0.2285 3.5413 3.1462
H -1.8446 -5.0621 -3.8669
H -0.2310 -5.4221 -3.2548
H 1.6609 1.5964 3.9957
H -0.8863 -4.6430 -1.0092

Entry 6:
68
Properties=species:S:1:pos:R:3 method="wB97M-V/def2-TZVPD" lumo_energy_ha=0.0062 total_charge=0 total_energy_ev=-44610.755 e_homo_ev=-8.1 de_lowest_kcal_mol=66.98 max_force_ha_per_bohr=0.0273 smiles="COc1ccc2[nH]c(=O)c([C@@H](c3nnnn3C(C)(C)C)N(Cc3ccco3)C[C@@H]3CCCO3)cc2c1"
C 2.1702 3.0254 -5.9619
H 2.6041 3.4218 -6.8782
O 2.7943 3.7253 -4.9116
C 2.4366 3.4264 -3.6339
C 1.4997 2.4798 -3.2688
C 1.2170 2.2516 -1.9162
C 1.8872 2.9933 -0.9290
C 2.8314 3.9512 -1.3075
C 3.1007 4.1615 -2.6365
H 3.8280 4.8941 -2.9477
H 3.3480 4.5215 -0.5496
N 1.5891 2.7609 0.3881
C 0.7002 1.8251 0.8522
O 0.4690 1.7319 2.0507
C 0.0655 1.0130 -0.1805
C 0.2906 1.2531 -1.4907
H -0.2241 0.6726 -2.2429
C -0.8022 -0.1127 0.3466
N -0.1316 -1.4094 0.4453
C 0.8498 -1.4752 1.5128
H 0.5258 -0.8312 2.3314
C 0.9910 -2.9114 2.0514
H 1.4154 -3.5534 1.2761
C -0.3360 -3.4405 2.6022
H -0.3312 -4.5303 2.5944
H -1.1773 -3.0819 2.0151
C -0.3290 -2.9145 4.0405
H -0.8759 -1.9754 4.1165
C 1.1664 -2.6896 4.3363
H 1.5496 -3.3729 5.0995
O 1.8856 -2.9545 3.1437
H 1.3564 -1.6608 4.6672
H -0.7735 -3.6230 4.7362
H 1.8451 -1.1261 1.2000
C 0.2980 -2.0342 -0.8026
C 1.7355 -1.8495 -1.1817
C 2.7720 -2.7385 -1.1814
C 3.9103 -2.0309 -1.6392
C 3.4853 -0.7635 -1.8819
O 2.1744 -0.6453 -1.6110
H 3.9899 0.1153 -2.2325
H 4.9013 -2.4160 -1.7647
H 2.7336 -3.7704 -0.8982
H -0.3481 -1.6592 -1.6000
H 0.1250 -3.1114 -0.7025
C -2.0606 -0.2266 -0.4401
N -2.1299 -0.4995 -1.7267
N -3.4131 -0.4810 -2.0549
N -4.1318 -0.2102 -1.0519
N -3.3321 -0.0382 0.0035
C -3.8848 0.2929 1.3120
C -3.5231 -0.8112 2.3087
H -3.8812 -1.7734 1.9480
H -2.4512 -0.8804 2.4651
H -3.9966 -0.6029 3.2644
C -3.3617 1.6617 1.7594
H -3.8838 1.9660 2.6628
H -3.5519 2.4047 0.9871
H -2.2967 1.6542 1.9738
C -5.4062 0.3595 1.1608
H -5.6860 1.1268 0.4445
H -5.8564 0.5916 2.1220
H -5.7972 -0.5904 0.8072
H -1.0511 0.1584 1.3758
H 2.0522 3.3205 1.0948
H 0.9716 1.8899 -4.0003
H 1.0889 3.1951 -5.9701
H 2.3695 1.9508 -5.9019

Entry 7:
62
Properties=species:S:1:pos:R:3 method="wB97M-V/def2-TZVPD" lumo_energy_ha=-0.1825 total_charge=+1 total_energy_ev=-35103.143 e_homo_ev=-10.6 de_lowest_kcal_mol=96.59 max_force_ha_per_bohr=0.1539
C 3.5176 1.1278 1.4007
O 2.8601 0.1285 2.2112
C 1.9867 -0.4888 1.4018
O 1.8260 -0.1390 0.2265
C 1.3032 -1.6785 1.9756
C 2.2165 -2.9144 1.8978
C 1.4017 -4.0211 1.2158
C 0.0050 -3.4527 0.9224
N 0.1171 -1.9773 1.1473
C -1.0636 -1.3034 1.3131
C -1.4232 0.0435 0.7414
C -2.8767 0.4519 1.0456
C -3.7274 -0.2527 2.1147
C -2.9008 -1.0149 3.1358
C -1.8686 -1.9238 2.4408
H 4.3279 1.5047 2.0085
H 3.8640 0.6714 0.4670
H 2.8129 1.9312 1.1476
H 1.0343 -1.4817 3.0314
H 3.1187 -2.6804 1.3217
H 2.5096 -3.1989 2.9161
H 1.8496 -4.3609 0.2745
H 1.2863 -4.8709 1.9010
H -0.3864 -3.6320 -0.0979
H -0.7092 -3.8905 1.6492
H -0.5622 0.6937 0.9782
H -2.8347 1.5056 1.3110
H -3.5554 0.4354 0.1780
H -4.3735 0.4683 2.6389
H -4.4175 -0.9545 1.6069
H -2.4033 -0.3211 3.8340
H -3.5386 -1.6583 3.7541
H -2.3987 -2.8385 2.0623
H -1.1482 -2.2346 3.2454
C 3.4338 5.1673 -2.4916
O 2.4340 5.0648 -1.4367
C 1.5691 4.0105 -1.3853
C 0.5684 4.0735 -0.3867
C -0.2972 3.0170 -0.1906
C -0.2228 1.8499 -0.9736
C -1.2102 0.6642 -0.5394
C -1.3230 -0.3336 -1.6578
C -2.5206 -0.4209 -2.4030
C -2.6119 -1.4176 -3.3963
C -1.5325 -2.2450 -3.6636
C -0.2972 -2.0745 -2.9910
C -0.2313 -1.1303 -1.9322
C 0.6386 1.8517 -2.1014
C 1.5633 2.9066 -2.3012
H 3.8217 6.1894 -2.4037
H 4.2716 4.4583 -2.3198
H 2.9932 5.0478 -3.5009
H 0.5106 4.9786 0.2260
H -1.0759 3.0967 0.5706
H -2.1227 1.2831 -0.6321
H -3.2847 0.3758 -2.3693
H -3.5381 -1.4743 -3.9977
H -1.6059 -3.0608 -4.3872
H 0.6139 -2.5627 -3.2984
H 0.7321 -0.8557 -1.4741
H 0.6062 1.0252 -2.8371
H 2.2682 2.8423 -3.1445

What did the seventh record say?
62
Properties=species:S:1:pos:R:3 method="wB97M-V/def2-TZVPD" lumo_energy_ha=-0.1825 total_charge=+1 total_energy_ev=-35103.143 e_homo_ev=-10.6 de_lowest_kcal_mol=96.59 max_force_ha_per_bohr=0.1539
C 3.5176 1.1278 1.4007
O 2.8601 0.1285 2.2112
C 1.9867 -0.4888 1.4018
O 1.8260 -0.1390 0.2265
C 1.3032 -1.6785 1.9756
C 2.2165 -2.9144 1.8978
C 1.4017 -4.0211 1.2158
C 0.0050 -3.4527 0.9224
N 0.1171 -1.9773 1.1473
C -1.0636 -1.3034 1.3131
C -1.4232 0.0435 0.7414
C -2.8767 0.4519 1.0456
C -3.7274 -0.2527 2.1147
C -2.9008 -1.0149 3.1358
C -1.8686 -1.9238 2.4408
H 4.3279 1.5047 2.0085
H 3.8640 0.6714 0.4670
H 2.8129 1.9312 1.1476
H 1.0343 -1.4817 3.0314
H 3.1187 -2.6804 1.3217
H 2.5096 -3.1989 2.9161
H 1.8496 -4.3609 0.2745
H 1.2863 -4.8709 1.9010
H -0.3864 -3.6320 -0.0979
H -0.7092 -3.8905 1.6492
H -0.5622 0.6937 0.9782
H -2.8347 1.5056 1.3110
H -3.5554 0.4354 0.1780
H -4.3735 0.4683 2.6389
H -4.4175 -0.9545 1.6069
H -2.4033 -0.3211 3.8340
H -3.5386 -1.6583 3.7541
H -2.3987 -2.8385 2.0623
H -1.1482 -2.2346 3.2454
C 3.4338 5.1673 -2.4916
O 2.4340 5.0648 -1.4367
C 1.5691 4.0105 -1.3853
C 0.5684 4.0735 -0.3867
C -0.2972 3.0170 -0.1906
C -0.2228 1.8499 -0.9736
C -1.2102 0.6642 -0.5394
C -1.3230 -0.3336 -1.6578
C -2.5206 -0.4209 -2.4030
C -2.6119 -1.4176 -3.3963
C -1.5325 -2.2450 -3.6636
C -0.2972 -2.0745 -2.9910
C -0.2313 -1.1303 -1.9322
C 0.6386 1.8517 -2.1014
C 1.5633 2.9066 -2.3012
H 3.8217 6.1894 -2.4037
H 4.2716 4.4583 -2.3198
H 2.9932 5.0478 -3.5009
H 0.5106 4.9786 0.2260
H -1.0759 3.0967 0.5706
H -2.1227 1.2831 -0.6321
H -3.2847 0.3758 -2.3693
H -3.5381 -1.4743 -3.9977
H -1.6059 -3.0608 -4.3872
H 0.6139 -2.5627 -3.2984
H 0.7321 -0.8557 -1.4741
H 0.6062 1.0252 -2.8371
H 2.2682 2.8423 -3.1445